Density functional theory data (the ωB97M-V functional and the def2-TZVPD basis) for a structure of composition C8H4AsN2O5ReS4.

```
25
Properties=species:S:1:pos:R:3:forces:R:3
Re 1.039332 -0.714946 0.693287 -0.1 0.3 -0.5
S -1.879740 -2.833341 3.494532 -0.3 0.0 0.0
As 0.060181 -2.908851 3.769956 -0.1 0.3 -0.2
S -0.618697 -1.770633 0.061665 -0.1 -0.1 -0.1
S 0.893340 -0.559846 2.807753 0.1 0.0 0.6
S 1.757288 -3.703566 4.330299 0.3 -0.2 0.2
O 4.482562 -2.668182 -0.703786 0.1 0.0 0.0
C 3.547074 -2.190020 -0.255359 -0.1 -0.1 0.0
N 2.549402 -1.686837 0.242524 0.4 -0.1 0.0
O 0.927995 3.375004 -0.726058 0.0 -0.7 0.3
C 1.397757 2.499837 -1.258972 0.0 1.5 -0.9
O 1.088230 0.848860 -0.016612 -0.1 -0.5 0.3
C 2.155864 1.961805 -2.339297 0.0 -0.5 0.3
C 2.974403 2.878800 -3.023804 0.0 0.1 0.0
C 3.769451 2.417497 -4.056062 0.0 0.0 0.0
C 3.777131 1.066878 -4.392267 0.0 0.0 0.0
C 2.964742 0.196111 -3.684281 0.0 0.0 0.0
C 2.134429 0.611625 -2.675323 -0.1 -0.1 -0.2
N 3.000698 -1.256033 -3.969144 0.0 0.0 0.0
O 3.451419 -1.604317 -5.025379 0.0 0.0 0.1
O 2.574358 -1.982205 -3.084468 0.0 0.0 0.0
H 2.981232 3.924054 -2.744183 0.0 0.0 0.0
H 4.398366 3.111142 -4.596089 0.0 0.0 0.0
H 4.404182 0.685291 -5.187604 0.0 0.0 0.0
H 1.454002 -0.096420 -2.232721 0.1 0.0 0.1
```
Forces are in eV/Å.

## Properties
* E_tot: -127867.5540 eV
* HOMO level: -16.67 eV
* LUMO: -9.34 eV
* total charge: +2
* gap between HOMO and LUMO: 7.33 eV
* strongest force on any atom: 1.78 eV/A